No. 1
A structure of composition C26H34N3OPW, computed with wB97M-V/def2-TZVPD.

Results
- energy above the lowest of the compared OMol25 structures with the same formula, charge and spin (kcal/mol) = 11.0
- LUMO level (spin up / spin down) (eV) = -6.391 / -6.337

```
! RIJCOSX wB97M-V def2-TZVPD def2/J DEFGRID3
* xyz 2 1
W -0.08280 0.17298 -0.31863
N -1.65905 -1.64408 1.91625
P -0.44648 -0.44451 2.10737
C -0.20765 -0.40892 3.88152
C 0.91754 -1.03201 4.42111
C 1.10978 -1.03133 5.79391
C 0.18837 -0.40321 6.61969
C -0.92919 0.22686 6.08449
C -1.13064 0.22828 4.71500
C -1.33107 1.04647 1.56737
C -0.54303 2.19396 1.35820
C -1.12947 3.38350 0.88355
C -2.46804 3.41830 0.58723
C -3.25808 2.26860 0.75365
C -2.70783 1.10586 1.23314
C -2.06363 -2.03388 0.68118
C -2.99045 -3.07870 0.52405
C -3.38502 -3.44456 -0.73147
C -2.86216 -2.76943 -1.84694
C -1.97610 -1.76039 -1.63577
N -1.55579 -1.36934 -0.38902
H -2.07555 -2.09904 2.71585
H 1.63970 -1.51293 3.77174
H 1.97925 -1.51397 6.21857
H 0.34347 -0.39842 7.69027
H -1.63742 0.72010 6.73607
H -1.99410 0.73019 4.29425
H 0.47379 2.22499 1.73117
H -0.52219 4.27397 0.78745
H -2.92413 4.33463 0.23681
H -4.31373 2.30470 0.51997
H -3.33564 0.23687 1.38333
H -3.37333 -3.57695 1.40410
H -4.10055 -4.24541 -0.86249
H -3.16422 -3.02139 -2.85238
H -1.56543 -1.18256 -2.45083
C -0.07481 3.53666 -2.75811
C 0.47611 2.16783 -2.35694
C 1.09498 1.48848 -3.58453
C 1.54540 2.35858 -1.26141
C -0.61816 1.26614 -1.79276
H 0.73077 4.19743 -3.08421
H -0.58752 4.01389 -1.92127
H -0.78479 3.43782 -3.58024
H 1.83140 2.14561 -4.05184
H 0.33186 1.25652 -4.32891
H 1.59365 0.55722 -3.30501
H 2.52735 2.57580 -1.68678
H 1.72264 1.45952 -0.62667
H 1.27861 3.16528 -0.58274
H -1.61698 1.46345 -2.19502
C 3.83484 -2.35079 -3.13351
N 2.59823 -2.05165 -2.39089
C 1.37701 -2.74323 -2.81987
C 2.57888 -1.20502 -1.39859
C 3.81234 -0.54909 -0.87631
O 1.46811 -0.94216 -0.80627
H 3.55318 -2.81334 -4.07414
H 4.46363 -3.04177 -2.57384
H 4.38182 -1.43800 -3.35190
H 1.66006 -3.71797 -3.20719
H 0.87532 -2.17407 -3.60198
H 0.70925 -2.87744 -1.97399
H 4.72248 -1.08626 -1.12048
H 3.71536 -0.45954 0.20417
H 3.87980 0.46084 -1.28852
*
```

***

No. 2
The molecule C26H34N4O3, computed with wB97M-V/def2-TZVPD.

Results
- energy above the lowest of the compared OMol25 structures with the same formula, charge and spin (kcal/mol) = 5.3
- LUMO level (eV) = 0.549
- SMILES string = CCc1ccc(NC(=O)[C@H](C)NC(=O)C2CCN(C(=O)[C@@H](N)Cc3ccccc3)CC2)cc1

```
! RIJCOSX wB97M-V def2-TZVPD def2/J DEFGRID3
* xyz 0 1
C -6.77785 -3.46538 0.73961
C -5.39453 -3.59412 0.09852
C -4.68136 -2.27279 0.11896
C -3.89367 -1.90694 1.20414
C -3.26946 -0.67638 1.24281
C -3.42125 0.22411 0.18930
N -2.75828 1.45183 0.29266
C -2.75409 2.48742 -0.57380
O -3.33318 2.54234 -1.63691
C -1.88084 3.65637 -0.05262
C -2.19430 4.93858 -0.80509
N -0.47221 3.32344 -0.20511
C 0.19774 2.53457 0.65600
O -0.34094 2.01808 1.62021
C 1.66836 2.34700 0.31473
C 1.80434 1.32294 -0.81849
C 3.28205 1.06038 -1.12380
N 3.97911 0.62071 0.05958
C 4.68621 -0.51209 0.25819
O 5.24576 -0.73214 1.31986
C 4.79073 -1.56407 -0.84690
N 6.20180 -1.86132 -1.00113
C 3.94065 -2.78115 -0.39317
C 2.48562 -2.43057 -0.31988
C 1.68958 -2.49467 -1.45772
C 0.34928 -2.15585 -1.40168
C -0.21351 -1.74257 -0.20577
C 0.57434 -1.66402 0.93143
C 1.91507 -2.00457 0.87389
C 3.89938 1.58369 1.14351
C 2.44735 1.84161 1.52744
C -4.21234 -0.13005 -0.89843
C -4.83086 -1.36632 -0.92234
H -6.68665 -3.13556 1.77210
H -7.29611 -4.42147 0.72429
H -7.37749 -2.73573 0.20006
H -5.50678 -3.93823 -0.93163
H -4.81185 -4.33807 0.64569
H -3.76236 -2.59658 2.02560
H -2.65237 -0.40329 2.08720
H -2.13600 1.53444 1.09689
H -2.06815 3.77824 1.02126
H -1.52371 5.73728 -0.49739
H -3.21847 5.23907 -0.60414
H -2.09909 4.77016 -1.87543
H -0.01755 3.66497 -1.03692
H 2.08179 3.30823 -0.01370
H 1.32922 0.38992 -0.51433
H 1.31082 1.67651 -1.72608
H 3.75132 1.99001 -1.47571
H 3.35456 0.32084 -1.91752
H 4.42361 -1.21773 -1.81618
H 6.62430 -1.93817 -0.08000
H 6.33437 -2.74147 -1.48772
H 4.30519 -3.09773 0.58655
H 4.09609 -3.59409 -1.10794
H 2.12212 -2.82485 -2.39224
H -0.26140 -2.21753 -2.29059
H -1.26075 -1.48594 -0.16081
H 0.14084 -1.33422 1.86396
H 2.52838 -1.94487 1.76156
H 4.37458 2.51904 0.82225
H 4.45724 1.17502 1.98676
H 1.98667 0.91893 1.88110
H 2.40364 2.57338 2.33475
H -4.33675 0.56015 -1.71574
H -5.44063 -1.63217 -1.77392
*
```